Computed, not measured: a cluster of 5 separate species, CH14N2O4 in total, with the ωB97M-V functional and the def2-TZVPD basis.

Geometry (Å):
N  -2.1831  -1.1921  -2.0565
C  -1.2500  -0.3809  -1.2619
N  -1.7811  -0.1519  0.1008
H  -2.5080  -1.9601  -1.4759
H  -1.6855  -1.5868  -2.8467
H  -1.1477  0.5859  -1.7493
H  -0.2658  -0.8410  -1.1644
H  -1.3793  -0.8989  0.6746
H  -2.7793  -0.3171  0.0662
O  1.5112  0.5962  2.4291
H  1.9503  1.0752  3.1346
H  0.5613  0.7699  2.5017
O  -0.9212  1.9108  1.9015
H  -1.0520  2.8259  2.1637
H  -1.6990  1.5777  1.4351
O  2.4181  -1.0706  0.3646
H  2.3592  -0.3136  0.9781
H  3.1360  -1.6240  0.7086
O  2.1284  0.7020  -2.0739
H  2.0525  0.2722  -1.2107
H  2.5348  0.0210  -2.6192

Force components x, y, z for each atom (eV/Å):
0.1 0.1 0.3
-0.4 0.4 0.3
0.5 -0.8 -0.3
0.1 -0.1 -0.2
-0.2 0.0 -0.1
0.2 0.0 -0.1
0.1 0.1 0.0
-0.4 0.4 0.1
-0.2 0.0 0.0
0.3 -0.3 0.1
-0.1 0.1 0.1
0.0 0.4 -0.2
0.2 0.1 0.4
-0.2 -0.1 -0.1
0.2 0.0 -0.3
0.3 0.0 0.1
-0.2 -0.3 0.1
-0.3 0.3 -0.2
-0.1 -0.1 0.0
0.1 -0.1 0.0
0.0 0.1 0.0

Properties
- M: 118.1 Da
- Relative energy (zero: lowest compared OMol25 entry of this formula, charge and spin): 0.563 eV
- DFT total energy: -456.95903 a.u.
- E_LUMO: 0.70 eV
- HOMO energy: -9.406 eV
- F_max: 0.991 eV Å⁻¹
- Structure (SMILES): NCN.O.O.O.O

Just the natural (NBO) charges please, in e? Sure, here they are: -0.850 -0.048 -0.859 0.345 0.360 0.178 0.168 0.359 0.356 -0.985 0.474 0.514 -0.981 0.475 0.507 -0.988 0.507 0.474 -0.955 0.488 0.462



Computed, not measured: the molecule C4H6Br2N2 at a distorted geometry, with the ωB97M-V functional and the def2-TZVPD basis.

Geometry (Å):
C  -1.7097  -0.5508  -0.9282
C  -0.4623  -0.2836  -0.1567
C  0.6626  -1.0066  -0.1330
N  1.5934  -0.4329  0.6828
Br  3.3402  0.0696  -0.3100
C  0.9166  0.6820  1.2818
N  -0.3645  0.8805  0.5674
Br  -0.8771  2.4947  -0.2040
H  -2.6453  0.1257  -0.8313
H  -2.1141  -1.6435  -0.8064
H  -1.4903  -0.4944  -2.0230
H  1.0003  -1.8165  -0.7398
H  0.5645  0.4391  2.2965
H  1.5856  1.5366  1.3041

Force components x, y, z for each atom (eV/Å):
-2.4 -1.5 -1.5
-1.9 0.3 -1.5
0.5 0.0 -0.6
1.2 -0.1 0.8
-0.8 0.0 0.1
-0.1 1.4 0.6
0.6 -0.5 1.2
0.2 0.2 -0.3
1.9 -0.9 0.5
0.9 2.0 0.1
0.0 0.0 0.7
-0.4 -0.7 -0.1
0.6 -0.3 -0.1
-0.3 0.2 0.1

Properties
- M: 241.9 Da
- Relative energy (zero: lowest compared OMol25 entry of this formula, charge and spin): 2.846 eV
- DFT total energy: -5413.44906 a.u.
- E_LUMO (spin up / spin down): -0.58 / -0.59 eV
- HOMO energy (spin up / spin down): -7.943 / -7.942 eV
- F_max: 3.198 eV Å⁻¹
- Structure (SMILES): CC1=CN(Br)CN1Br

Just the natural (NBO) charges please, in e? Sure, here they are: -0.678 0.149 -0.106 -0.359 -0.036 -0.099 -0.481 0.197 0.249 0.243 0.239 0.228 0.219 0.234



Computed, not measured: a cluster of 2 separate species, C6H9N3O2S in total at a distorted geometry, with the ωB97M-V functional and the def2-TZVPD basis.

Geometry (Å):
C  -0.2981  2.3367  0.9165
C  0.0862  2.0569  -0.1847
C  -1.0291  -1.4332  0.5023
C  0.0281  -1.3284  -0.5336
C  2.1041  -0.4999  0.9999
C  0.5138  1.5789  -1.4925
N  -1.0483  -2.1561  -0.7447
N  -0.1908  0.4691  -2.0285
N  -2.0184  -0.3776  0.6591
O  -2.2103  -0.0129  1.7992
O  -2.5509  0.0644  -0.3260
S  1.7109  -1.6841  -0.3278
H  -0.6432  2.6129  1.8686
H  -0.8177  -1.9043  1.4608
H  3.1656  -0.2844  0.9289
H  1.8828  -0.9501  1.9625
H  1.5200  0.4051  0.8643
H  1.5862  1.3381  -1.4767
H  0.3787  2.4034  -2.2135
H  -0.9763  -3.1653  -0.7754
H  -1.1931  0.5309  -1.8587

Force components x, y, z for each atom (eV/Å):
0.2 0.0 -0.5
-0.1 0.0 0.5
0.7 -0.9 -0.1
-0.1 2.1 -1.1
-0.2 -0.3 -0.1
0.3 0.5 -0.2
-0.3 0.1 -0.1
-0.1 -2.6 0.7
-0.4 0.3 0.0
0.0 0.1 0.3
-0.3 0.1 -0.1
0.1 0.0 0.0
-0.2 0.1 0.5
-0.1 0.1 -0.3
0.0 0.0 0.0
0.0 0.0 0.1
0.1 0.0 0.0
-0.1 0.1 0.0
0.2 0.0 0.0
0.1 0.0 0.2
0.1 0.2 0.2

Properties
- M: 187.2 Da
- Relative energy (zero: lowest compared OMol25 entry of this formula, charge and spin): 9.453 eV
- DFT total energy: -946.64241 a.u.
- E_LUMO (spin up / spin down): -0.02 / -0.26 eV
- HOMO energy (spin up / spin down): -7.966 / -8.838 eV
- F_max: 2.690 eV Å⁻¹

Just the natural (NBO) charges please, in e? Sure, here they are: -0.258 -0.020 -0.059 0.068 -0.738 -0.361 -0.555 -0.544 0.532 -0.377 -0.357 0.292 0.240 0.230 0.235 0.219 0.255 0.215 0.238 0.395 0.351